# 1
77
Properties=species:S:1:pos:R:3 method="wB97M-V/def2-TZVPD" e_tot_ha=-5820.263876
Ga 0.1062 -0.6308 0.2128
O -0.3276 2.3569 -2.0150
C -0.8615 1.2789 -1.8471
O -0.2280 0.1557 -1.6093
C -2.3548 1.1112 -1.8837
C -3.1444 2.1978 -2.2386
C -4.5158 2.1423 -2.0873
C -5.1056 0.9957 -1.5720
C -4.3321 -0.1061 -1.2508
C -2.9499 -0.0677 -1.4160
P -1.9209 -1.4935 -0.9472
C -1.4950 -2.2579 -2.5617
C -1.5347 -1.5548 -3.7614
C -1.1886 -2.1785 -4.9512
C -0.7956 -3.5083 -4.9542
C -0.7449 -4.2137 -3.7612
C -1.0928 -3.5929 -2.5724
C -3.0132 -2.7913 -0.2760
C -2.7666 -3.2413 1.0173
C -3.4880 -4.3082 1.5339
C -4.4530 -4.9312 0.7573
C -4.6929 -4.4955 -0.5402
C -3.9718 -3.4337 -1.0596
H -2.6462 3.0904 -2.5923
H -5.1260 3.0008 -2.3361
H -6.1757 0.9603 -1.4119
H -4.7968 -0.9890 -0.8344
H -1.8310 -0.5162 -3.7794
H -1.2306 -1.6210 -5.8780
H -0.5295 -3.9961 -5.8833
H -0.4322 -5.2503 -3.7603
H -1.0564 -4.1494 -1.6427
H -2.0062 -2.7480 1.6100
H -3.2883 -4.6609 2.5375
H -5.0176 -5.7622 1.1603
H -5.4428 -4.9911 -1.1436
H -4.1390 -3.1077 -2.0794
Cl 1.5276 -2.0607 -1.2571
C 2.5741 -2.8355 -0.1100
C 3.6788 -3.5113 -0.5984
C 4.5770 -4.0812 0.2831
C 4.3598 -3.9812 1.6470
C 3.2340 -3.3335 2.1232
Cl 2.9670 -3.2836 3.8245
C 2.3014 -2.7305 1.2601
S 0.8875 -1.9511 1.9468
H 3.8223 -3.5843 -1.6682
H 5.4485 -4.6013 -0.0889
H 5.0577 -4.4127 2.3509
C -1.4913 2.1540 7.7682
C -1.5201 2.0119 6.2721
C -0.9525 0.8891 5.6677
C -1.0305 0.7036 4.3007
C -1.6827 1.6522 3.5254
C -2.2253 2.7890 4.0952
C -2.1377 2.9647 5.4688
S -1.8853 1.3386 1.7917
O -2.4508 2.5149 1.1983
O -2.5918 0.0812 1.6912
N -0.3945 0.9930 1.2735
C 0.6373 1.8003 0.8786
C 0.7583 3.1821 1.0343
C 1.9001 3.7797 0.5515
C 2.8967 3.0067 -0.0414
C 2.7004 1.6474 -0.1462
N 1.5956 1.0567 0.3042
H -2.1184 1.3876 8.2275
H -1.8609 3.1280 8.0840
H -0.4798 2.0232 8.1542
H -0.4539 0.1475 6.2804
H -0.5990 -0.1686 3.8242
H -2.7153 3.5136 3.4577
H -2.5643 3.8507 5.9225
H -0.0553 3.7392 1.4766
H 2.0242 4.8521 0.6255
H 3.8001 3.4593 -0.4231
H 3.4349 0.9938 -0.6004



# 2
78
Properties=species:S:1:pos:R:3 method="wB97M-V/def2-TZVPD" e_tot_ha=-4189.444356 total_charge=+3
V -0.4287 -0.1915 1.3642
C -0.5991 2.0199 -1.9516
C -1.0924 0.5700 -2.0015
P -1.8735 0.2083 -0.4237
C -1.8810 -1.5270 -0.0022
C -2.8029 -1.9796 0.9766
C -2.9102 -3.3314 1.2410
C -2.1105 -4.2338 0.5489
C -1.1834 -3.8050 -0.4040
C -1.0574 -2.4622 -0.6829
C -3.4644 0.9594 -0.2288
C -3.5659 2.2329 0.3389
C -4.7984 2.8633 0.3689
C -5.9134 2.2283 -0.1641
C -5.8094 0.9587 -0.7229
C -4.5861 0.3126 -0.7598
C 0.6806 2.1791 -1.1316
P 0.6259 1.9508 0.6839
C -0.1041 3.4340 1.4127
C -0.6673 4.4199 0.5965
C -1.1435 5.5988 1.1525
C -1.0541 5.8062 2.5207
C -0.4702 4.8429 3.3347
C 0.0046 3.6653 2.7872
C 2.3398 1.8325 1.2267
C 2.6410 1.4168 2.5269
C 3.9473 1.4368 2.9812
C 4.9677 1.8665 2.1388
C 4.6774 2.2799 0.8484
C 3.3670 2.2683 0.3875
H -1.3984 2.6765 -1.6010
H -0.3871 2.3377 -2.9741
H -0.2621 -0.1163 -2.1799
H -1.8595 0.4218 -2.7681
H -3.4541 -1.2713 1.4774
H -3.6283 -3.6870 1.9666
H -2.2141 -5.2932 0.7444
H -0.5831 -4.5277 -0.9378
H -0.3442 -2.1244 -1.4238
H -2.7021 2.7206 0.7738
H -4.8910 3.8448 0.8123
H -6.8739 2.7243 -0.1407
H -6.6857 0.4732 -1.1294
H -4.5162 -0.6756 -1.2001
H 1.0905 3.1854 -1.2630
H 1.4340 1.4710 -1.4844
H -0.7232 4.3075 -0.4745
H -1.5664 6.3599 0.5120
H -1.4167 6.7286 2.9529
H -0.3705 5.0183 4.3966
H 0.4907 2.9487 3.4368
H 1.8612 1.0690 3.1977
H 4.1723 1.1194 3.9894
H 5.9890 1.8827 2.4934
H 5.4679 2.6211 0.1950
H 3.1744 2.6092 -0.6193
N 3.8510 -1.8304 -1.9995
C 2.8812 -1.4947 -1.1590
O 1.8431 -0.9125 -1.4456
C 3.1254 -1.9126 0.2930
C 4.2647 -2.6593 0.7013
N 5.2048 -3.2763 0.9310
C 2.1568 -1.4940 1.0783
N 1.1515 -0.9869 1.5037
H 3.7492 -1.5992 -2.9773
H 4.6840 -2.3170 -1.7009
F -1.1581 -2.9625 7.6658
C -1.1816 -2.1498 6.6435
C -0.8890 -2.6472 5.3685
F -0.5901 -3.9183 5.2033
C -0.9121 -1.7727 4.3071
F -0.6155 -2.2020 3.0574
C -1.2184 -0.4277 4.4705
S -1.3207 0.6593 3.1178
C -1.5041 0.0549 5.7507
F -1.7968 1.3326 5.9247
C -1.4865 -0.8034 6.8381
F -1.7497 -0.3583 8.0438



# 3
74
Properties=species:S:1:pos:R:3 method="wB97M-V/def2-TZVPD" e_above_lowest_kcal_mol=12.5
Mg 0.4040 -0.0544 -0.0118
O -1.0758 -1.7058 0.0735
C -0.0008 -2.3310 0.1886
O 1.0809 -2.0313 -0.3969
C 0.0936 -3.2843 1.3133
C -0.1758 -4.6413 1.2083
C -0.2214 -5.4606 2.3099
C 0.1175 -4.9186 3.5685
C 0.4251 -3.5407 3.6723
C 0.3437 -2.7750 2.5477
P 0.4251 -0.9020 2.6351
C -1.1474 -0.3849 3.4643
C -1.4930 0.9875 3.4212
C -2.5730 1.4488 4.1055
C -3.4990 0.5588 4.7155
C -3.1921 -0.8135 4.7353
C -2.0567 -1.2591 4.0515
C 1.6413 -0.4489 3.8705
C 1.5657 0.6766 4.6574
C 2.6433 1.0731 5.4498
C 3.8137 0.3529 5.4723
C 3.8748 -0.7850 4.7232
C 2.8241 -1.1788 3.9222
H -0.3989 -5.0138 0.1849
H -0.5024 -6.5340 2.2061
H 0.2568 -5.4986 4.5046
H 0.7475 -3.1303 4.6374
H -0.8274 1.6375 2.9521
H -2.7131 2.5374 4.1622
H -4.3558 0.9212 5.2717
H -3.8846 -1.4655 5.2734
H -1.7808 -2.2917 4.1600
H 0.7317 1.3991 4.6818
H 2.4583 1.8457 6.1352
H 4.5500 0.5347 6.2404
H 4.8083 -1.3477 4.7583
H 2.9774 -2.1162 3.2788
O 1.8395 1.4184 0.0140
S 0.8193 2.5642 -0.0577
O 1.0421 3.6753 0.7756
O -0.5024 1.9335 -0.0210
C 1.1504 3.1273 -1.7186
C 1.2355 4.4790 -1.8631
C 1.3908 4.9538 -3.1876
C 1.2328 4.1189 -4.2696
C 0.9131 2.8011 -4.0567
C 0.9574 2.2744 -2.8116
P 0.2221 0.6061 -2.5098
C -1.5786 0.9330 -2.7137
C -2.3418 -0.2809 -2.8231
C -3.6826 -0.1423 -3.2949
C -4.2629 1.0810 -3.5790
C -3.5324 2.2180 -3.2706
C -2.1799 2.1463 -2.9467
C 0.5908 -0.3696 -3.9752
C -0.1692 -0.2819 -5.1859
C 0.3954 -0.8451 -6.3497
C 1.6568 -1.4099 -6.3291
C 2.3841 -1.5906 -5.1622
C 1.7976 -1.0267 -4.0039
H 1.2857 5.1701 -1.0573
H 1.7024 5.9733 -3.2394
H 1.4263 4.3815 -5.3316
H 0.7514 2.1665 -4.9219
H -1.8887 -1.2250 -2.5701
H -4.2031 -1.0664 -3.4061
H -5.3000 1.2163 -3.8710
H -4.0265 3.1767 -3.4368
H -1.5716 3.0352 -2.8741
H -1.0798 0.2816 -5.3424
H -0.2064 -0.7643 -7.2243
H 2.0942 -1.7871 -7.2177
H 3.3958 -2.0249 -5.2485
H 2.3576 -0.9773 -3.0629